# C17H30FeI2N2O4S2V

A structure of composition C17H30FeI2N2O4S2V in a non-equilibrium geometry (the ωB97M-V functional and the def2-TZVPD basis, the OMol25 dataset).

Calculated values
- M: 751.2 g mol⁻¹
- Kohn-Sham gap (alpha / beta): 5.13 / 4.41 eV
- LUMO energy (alpha / beta): -16.04 / -16.56 eV
- HOMO level (alpha / beta): -21.2 / -21.0 eV
- F_max: 10.1 eV Å⁻¹
- 2S+1: 8
- Total charge: +4

Structure (XYZ):
```
59
Properties=species:S:1:pos:R:3:forces:R:3:nbo_charge:R:1
I -1.43733 2.74274 0.09167 0.2 -0.5 -0.2 0.26
I 4.26715 1.46795 -3.02167 1.4 0.2 -0.7 0.65
Fe 2.27187 1.03718 -1.80916 2.3 -0.5 -0.7 0.26
V 0.08142 1.02053 -0.94709 -1.7 3.6 3.7 0.34
S 0.90251 2.59803 -2.37568 -1.0 0.6 -0.7 0.18
S 2.05380 1.53699 0.25784 0.7 -0.6 0.5 0.05
C -0.74353 -0.44393 -1.72975 -5.4 -7.5 -4.1 0.42
C -0.21257 2.87756 -3.98321 -0.7 0.4 -1.3 0.08
C 2.77819 0.52669 1.72859 0.3 -0.3 1.2 0.03
C 0.80593 3.28321 -5.03909 0.6 0.0 0.4 -0.67
C -0.97225 1.63229 -4.35417 0.2 -0.7 0.3 -0.67
C -1.15102 4.01562 -3.59216 0.4 0.0 1.0 -0.67
C 4.22660 0.99304 1.85140 0.0 0.5 -0.5 -0.66
C 2.66105 -0.95566 1.46177 -0.4 -0.3 -0.6 -0.66
C 1.91143 0.96341 2.91258 -0.3 0.3 -0.2 -0.66
C 1.46040 -0.39228 -2.93931 -2.8 0.9 -7.9 0.36
C 2.34784 -0.88322 -1.94316 5.3 -4.8 4.8 0.44
O -1.34936 -1.31964 -2.23068 3.0 4.2 2.5 -0.26
O 1.23201 -0.65162 -4.09651 0.8 0.4 4.7 -0.18
O 2.85264 -1.89941 -1.55442 -2.6 3.7 -1.9 -0.21
H 1.52482 2.47213 -5.20736 -0.1 0.1 -0.2 0.21
H 1.35899 4.17719 -4.72425 -0.1 -0.1 -0.2 0.25
H 0.30032 3.50399 -5.98976 0.0 -0.1 0.3 0.30
H -0.29839 0.78228 -4.52684 -0.4 0.4 -0.3 0.21
H -1.51668 1.83489 -5.29137 0.1 -0.1 0.3 0.31
H -1.69791 1.34367 -3.58308 -0.1 0.2 -0.2 0.22
H -1.84038 3.70402 -2.79696 0.0 0.1 -0.3 0.23
H -1.74245 4.31680 -4.46757 0.2 -0.2 0.0 0.31
H -0.58781 4.88514 -3.23303 -0.2 0.0 -0.2 0.25
H 4.70257 0.52546 2.72250 -0.2 0.0 -0.1 0.29
H 4.28426 2.08158 1.97687 0.0 -0.2 0.1 0.25
H 4.80263 0.72115 0.95806 0.0 0.0 0.2 0.22
H 3.02570 -1.51149 2.33936 0.0 0.3 -0.2 0.28
H 3.24484 -1.26525 0.58742 0.1 0.1 0.5 0.22
H 1.61341 -1.23712 1.27642 0.3 0.1 0.2 0.22
H 2.30139 0.53722 3.84673 0.1 0.1 -0.3 0.28
H 0.87637 0.61955 2.77822 0.2 0.0 0.1 0.21
H 1.90127 2.05755 3.00916 0.0 -0.3 0.1 0.25
C -3.41236 -0.39368 1.03397 -0.5 0.0 -0.6 -0.43
N -2.90829 -1.45117 1.87357 1.1 0.7 0.4 -0.15
C -3.56216 -1.67281 3.14226 -0.7 -0.4 0.8 -0.25
C -3.33092 -3.10172 3.58548 -0.8 -0.2 -0.1 -0.43
C -1.87719 -3.47213 3.57077 -0.4 -0.4 0.3 -0.25
N -1.19380 -2.93230 2.42087 0.5 0.6 0.0 -0.14
C 0.13797 -3.42777 2.16955 0.6 -0.6 -0.4 -0.44
C -1.59655 -1.82704 1.71536 0.9 0.7 -1.1 0.74
O -0.80080 -1.22289 0.94611 -1.0 -0.5 0.4 -0.70
H -2.94937 0.58077 1.24385 0.0 -0.3 0.2 0.24
H -4.49337 -0.32488 1.18252 0.2 0.0 -0.1 0.27
H -3.19607 -0.65204 -0.00476 -0.1 0.1 0.0 0.23
H -3.14738 -0.98335 3.90360 -0.1 0.1 -0.4 0.25
H -4.63186 -1.45745 3.00104 0.4 -0.1 0.2 0.27
H -3.89602 -3.76152 2.92026 0.0 -0.1 0.2 0.25
H -3.71190 -3.22563 4.59969 -0.1 -0.1 -0.1 0.29
H -1.75445 -4.55696 3.52956 0.1 0.0 0.2 0.27
H -1.38077 -3.12067 4.48933 0.2 0.1 -0.2 0.27
H 0.89193 -2.93714 2.80894 -0.4 0.0 0.0 0.26
H 0.15614 -4.50363 2.38238 0.0 0.3 0.0 0.27
H 0.41747 -3.25422 1.12333 -0.2 0.0 0.3 0.25
```
Positions in Å, forces in eV/Å.



# C17H30GeMnN11O5S2

A structure of composition C17H30GeMnN11O5S2 in a non-equilibrium geometry (the ωB97M-V functional and the def2-TZVPD basis, the OMol25 dataset).

Calculated values
- M: 660.2 g mol⁻¹
- Kohn-Sham gap (alpha / beta): 7.54 / 7.80 eV
- LUMO energy (alpha / beta): -9.83 / -9.57 eV
- HOMO level (alpha / beta): -17.4 / -17.4 eV
- F_max: 1.3 eV Å⁻¹
- 2S+1: 2
- Total charge: +3

Structure (XYZ):
```
67
Properties=species:S:1:pos:R:3:forces:R:3:mulliken_spin:R:1
Mn -0.22307 0.03345 -0.42960 -1.0 -0.6 -0.6 1.40
N 0.64157 -1.83707 -0.13471 0.6 0.0 0.4 -0.02
N -0.15332 -2.96301 -0.40586 -0.1 -0.3 0.2 0.00
C -1.21291 -2.85910 -1.20877 0.0 0.4 -0.1 0.01
N -1.92171 -3.91883 -1.52952 0.0 -0.2 0.1 0.00
S -1.62097 -1.31666 -1.83285 0.0 0.2 -0.3 -0.08
H 1.51866 -1.92908 -0.64945 0.0 0.0 -0.1 0.00
H 0.94991 -1.84185 0.84931 -0.2 -0.1 0.1 0.00
H 0.12249 -3.84602 0.00367 0.1 0.0 0.0 0.00
H -1.69181 -4.85630 -1.22812 0.1 0.0 0.0 0.00
H -2.73047 -3.82337 -2.12560 0.0 0.0 0.0 0.00
N 0.62317 0.31969 -2.35657 0.3 0.2 -0.2 -0.02
N -0.21740 1.22692 -3.02835 -0.1 0.0 -0.1 0.01
C -1.09346 1.98856 -2.33921 -0.2 0.5 0.2 0.01
N -1.77306 2.90528 -2.98754 0.1 -0.1 -0.4 0.01
N -1.15224 1.72333 -1.01461 0.0 -0.3 0.1 -0.03
N -1.84772 2.61073 -0.16038 0.1 0.4 0.2 0.00
O -1.63961 2.46095 1.01703 -0.1 -0.2 -0.4 0.00
O -2.56854 3.45408 -0.64930 -0.1 -0.2 0.2 0.00
H 1.58457 0.65790 -2.43133 0.0 0.1 0.1 0.00
H 0.57869 -0.56307 -2.86343 -0.2 -0.1 0.1 0.00
H -0.10122 1.35965 -4.02263 0.1 -0.1 0.0 0.00
H -1.65367 3.06443 -3.97774 0.1 0.0 0.0 0.00
H -2.43820 3.47627 -2.48609 0.0 0.0 0.1 0.00
C -5.01469 -0.32538 2.11340 -0.4 0.1 0.1 0.00
N -3.58606 -0.51280 1.88989 0.2 0.0 -0.1 0.00
C -2.69960 -1.00513 2.80943 0.2 0.0 0.0 0.00
C -1.47438 -0.97997 2.22086 -0.1 -0.1 0.2 0.01
N -1.60407 -0.47445 0.94241 -0.2 0.1 0.1 -0.03
C -2.90442 -0.21254 0.78691 0.0 0.0 0.1 0.02
H -5.43334 -1.21350 2.58026 0.1 0.0 -0.1 0.00
H -5.51958 -0.14549 1.16828 0.1 0.0 0.0 0.00
H -5.18568 0.52454 2.77186 0.1 0.0 0.0 0.00
H -3.00350 -1.33327 3.78916 0.0 0.0 0.0 0.00
H -0.54978 -1.32175 2.65257 0.0 0.0 0.0 0.00
H -3.37304 0.16359 -0.10632 0.0 0.0 0.0 0.00
O 1.15523 -2.02208 4.22901 0.1 0.1 0.1 0.00
S 2.19180 -1.10017 3.89012 -0.3 -0.1 -0.2 0.00
O 3.56058 -1.45972 3.92695 0.1 0.2 0.0 0.00
N 1.78012 -0.66809 2.25695 -0.3 0.1 -0.4 -0.01
C 1.24107 0.47509 2.27104 0.4 -0.5 0.3 0.00
O 0.68559 1.04163 1.10899 0.2 0.3 0.2 -0.04
C 1.22793 1.24951 3.49549 -0.1 0.6 0.2 0.00
C 0.80977 2.55587 3.70914 0.0 -0.1 -0.1 0.00
C 1.05521 3.12003 4.95641 0.0 0.1 0.0 0.00
C 1.69793 2.39963 5.95576 0.0 -0.1 0.0 0.00
C 2.09589 1.07347 5.75320 0.0 0.0 0.1 0.00
C 1.84161 0.52647 4.52263 0.0 -0.2 -0.4 0.00
H 0.30455 3.11422 2.93156 0.1 0.0 0.0 0.00
H 0.74870 4.13958 5.14681 0.0 0.0 0.0 0.00
H 1.89814 2.86304 6.91243 0.0 0.0 0.0 0.00
H 2.59412 0.51489 6.53471 0.0 0.0 0.0 0.00
C 3.85205 -1.30567 -0.52490 -0.1 0.4 0.2 0.00
Ge 3.46561 0.59723 -0.19544 0.2 0.0 -0.2 0.01
C 4.36742 1.32561 1.38080 -0.2 -0.1 -0.2 -0.01
C 3.88478 1.61919 -1.83088 -0.2 -0.2 0.2 0.00
C 1.43424 1.09076 -0.04546 1.1 0.0 0.6 -0.24
H 4.92598 -1.33595 -0.72382 0.0 0.0 0.0 0.00
H 3.37031 -1.71593 -1.41597 0.0 0.0 0.0 0.00
H 3.67527 -1.92928 0.35010 -0.1 0.0 0.0 0.00
H 5.41611 1.43344 1.09952 0.0 0.0 0.0 0.00
H 4.31184 0.64406 2.22576 0.0 0.0 0.0 0.00
H 3.99184 2.30977 1.65882 0.0 0.0 0.0 0.00
H 4.90015 2.00267 -1.72361 0.0 0.0 0.0 0.00
H 3.23315 2.47910 -1.99498 0.0 0.0 0.0 0.00
H 3.88302 0.98646 -2.72083 0.0 0.0 0.0 0.00
H 1.28079 2.07323 -0.49758 -0.2 -0.1 -0.1 0.01
```
Positions in Å, forces in eV/Å.



# C17H30HoNO2P2Se

A structure of composition C17H30HoNO2P2Se in a non-equilibrium geometry (the ωB97M-V functional and the def2-TZVPD basis, the OMol25 dataset).

Calculated values
- M: 586.3 g mol⁻¹
- Kohn-Sham gap (alpha / beta): 7.40 / 7.41 eV
- LUMO energy (alpha / beta): 0.26 / 0.26 eV
- HOMO level (alpha / beta): -7.1 / -7.1 eV
- F_max: 2.3 eV Å⁻¹
- 2S+1: 5

Structure (XYZ):
```
54
Properties=species:S:1:pos:R:3:forces:R:3:nbo_charge:R:1
C -0.88904 0.61857 -4.20241 0.2 0.5 -0.1 -0.25
C -0.92615 0.12167 -2.90165 0.1 0.0 -0.1 0.27
N -0.12312 0.61613 -1.93228 0.0 0.1 -0.2 -0.52
C 0.70695 1.64427 -2.21506 0.0 0.1 -0.4 0.25
C 0.76364 2.19857 -3.49112 -0.3 -0.3 -0.3 -0.26
C -0.04290 1.68199 -4.51067 0.0 -0.1 0.3 -0.14
C -1.87358 -1.04219 -2.64192 -0.2 0.3 0.0 -0.80
P -2.37425 -1.17001 -0.88623 0.2 -0.2 -0.3 0.82
Ho -0.07693 -0.47808 0.35147 -0.6 -0.7 2.1 1.43
P 2.09568 1.12583 0.17907 0.0 0.0 0.3 0.83
C 1.62374 2.27436 -1.16159 -0.2 0.2 -0.1 -0.75
O -0.68648 -3.61427 -3.09552 0.8 -0.6 0.0 -0.97
O 0.40395 -4.07159 -0.54511 0.1 0.5 0.0 -1.03
H -1.53774 0.16592 -4.94715 0.1 0.2 0.1 0.22
H 1.44514 3.02231 -3.67113 -0.1 -0.1 -0.1 0.22
H -0.01211 2.10221 -5.52105 0.0 -0.2 0.4 0.22
C -3.80850 -0.08950 -0.69963 -0.1 0.0 0.2 -0.93
C -2.92275 -2.87137 -0.58840 -0.6 0.0 0.1 -0.94
H 2.54016 2.62285 -1.66188 -0.3 0.1 0.1 0.24
H 1.11592 3.15009 -0.70495 0.2 -0.5 -0.2 0.27
H -1.36322 -1.99874 -2.92200 -0.5 0.7 0.2 0.34
H -2.78038 -0.91122 -3.26297 0.5 -0.1 0.1 0.23
C 2.39873 2.12669 1.67027 0.3 0.1 0.0 -0.94
C 3.67942 0.39953 -0.35479 0.0 0.1 0.1 -0.93
H 0.76014 -3.13181 -0.59643 0.0 -0.3 0.1 0.49
H 0.25522 -4.19711 0.40091 0.0 -0.1 -0.1 0.49
H -0.31536 -3.84415 -2.20844 -0.1 -0.1 -0.5 0.52
H 0.05224 -3.69586 -3.72458 -0.4 0.0 0.5 0.48
H -0.90322 1.17502 0.80899 -0.3 1.5 0.0 -0.64
H 1.04182 -1.69227 -0.55324 1.2 -1.0 -1.2 -0.63
H -4.67053 -0.45280 -1.26159 0.0 0.1 0.0 0.23
H -4.02908 -0.05412 0.37295 -0.1 0.1 -0.2 0.25
H -3.53243 0.91754 -1.02638 0.0 -0.1 0.1 0.26
H -3.78719 -3.13194 -1.21146 0.2 -0.1 0.2 0.23
H -2.10346 -3.57485 -0.74791 -0.1 0.1 -0.1 0.27
H -3.19482 -2.92495 0.47719 0.0 0.0 -0.3 0.25
H 4.48937 1.13347 -0.42405 -0.1 -0.1 0.0 0.22
H 3.93004 -0.38622 0.36920 0.1 0.2 -0.2 0.25
H 3.51541 -0.08516 -1.32521 0.0 0.1 0.2 0.25
H 3.25311 2.80457 1.54684 -0.2 -0.1 0.2 0.23
H 1.48639 2.68203 1.92196 0.2 -0.1 -0.2 0.27
H 2.57157 1.43275 2.50609 0.1 0.2 -0.2 0.26
Se -0.40241 -1.82623 2.77820 -0.1 -0.8 -0.5 -0.33
C 0.07127 -0.27197 3.73355 0.2 1.3 0.5 -0.20
C -0.81560 0.83154 3.77632 0.1 -0.5 -0.1 -0.23
C -0.57668 1.89810 4.63526 0.3 0.0 0.1 -0.21
C 0.56948 1.91029 5.43616 0.1 -0.2 0.0 -0.24
C 1.50610 0.86857 5.34159 -0.5 0.3 -0.3 -0.22
C 1.27402 -0.19653 4.46995 -0.2 -0.1 -0.1 -0.25
H -1.69056 0.82951 3.11342 0.4 0.0 0.5 0.23
H -1.28648 2.72491 4.68261 0.2 -0.2 0.0 0.21
H 0.73682 2.72765 6.13636 0.0 -0.2 -0.2 0.21
H 2.41399 0.89555 5.93732 -0.1 0.0 -0.1 0.21
H 2.02463 -0.98955 4.35115 -0.4 0.3 0.2 0.22
```
Positions in Å, forces in eV/Å.